Molecular formula: C24H30F7N3O27
Method: DFT, the ωB97M-V functional and the def2-TZVPD basis

Each line ends with the Löwdin spin population.
Positions of all 91 atoms, in Å:
1 C 3.30 4.60 -0.64  0.0004
2 N 1.84 4.54 -0.80  0.0034
3 O 1.22 3.61 -0.46  0.0051
4 O 1.20 5.44 -1.25  0.0044
5 H 3.81 5.25 -1.35  0.0002
6 H 3.58 3.54 -0.59  0.0000
7 H 3.56 5.02 0.33  0.0002
8 C 0.53 0.60 -1.09  0.0288
9 N -0.69 -0.09 -0.59  0.3978
10 O -1.34 -0.65 -1.38  0.2692
11 O -1.03 0.23 0.57  0.1913
12 H 0.83 1.16 -0.20  0.0005
13 H 0.23 1.35 -1.81  0.0159
14 H 1.32 -0.13 -1.28  0.0064
15 C 3.14 -3.96 -3.41  0.0011
16 N 2.84 -2.54 -3.88  0.0010
17 O 3.29 -2.28 -4.92  0.0009
18 O 2.25 -1.79 -3.12  0.0022
19 H 2.21 -4.45 -3.11  0.0006
20 H 3.74 -3.90 -2.50  0.0003
21 H 3.58 -4.57 -4.20  0.0000
22 C 2.42 1.79 -4.67  0.0014
23 C 3.97 1.69 -4.92  0.0001
24 O 4.39 1.23 -3.61  0.0003
25 C 3.48 1.59 -2.65  0.0002
26 O 3.57 1.48 -1.44  0.0011
27 O 2.43 2.22 -3.27  0.0044
28 F 4.53 2.94 -5.06  0.0001
29 H 1.96 0.81 -4.81  0.0006
30 H 1.82 2.51 -5.22  0.0007
31 H 4.17 1.21 -5.88  0.0000
32 C -3.90 -0.21 2.55  0.0016
33 C -4.68 -0.07 1.26  0.0034
34 O -5.96 -0.53 1.61  0.0007
35 C -5.88 -1.29 2.76  0.0001
36 O -6.84 -1.89 3.32  0.0001
37 O -4.68 -1.09 3.32  0.0001
38 F -4.17 -0.94 0.37  0.0033
39 H -3.89 0.77 3.01  0.0009
40 H -2.87 -0.46 2.31  0.0005
41 H -4.60 0.95 0.90  0.0047
42 C 4.92 0.38 1.30  0.0001
43 C 3.61 0.69 2.07  0.0000
44 O 3.62 -0.23 3.16  0.0000
45 C 4.76 -1.07 3.08  0.0001
46 O 5.01 -2.02 3.80  0.0000
47 O 5.53 -0.69 1.97  0.0001
48 F 2.50 0.36 1.34  0.0000
49 H 5.57 1.22 1.09  0.0000
50 H 4.80 0.21 0.24  0.0001
51 H 3.53 1.75 2.34  0.0000
52 C -2.91 -1.26 -3.91  0.0042
53 C -3.23 -2.10 -5.08  0.0004
54 O -3.39 -1.11 -6.08  0.0004
55 C -3.79 0.00 -5.57  0.0010
56 O -4.46 0.93 -6.11  0.0003
57 O -3.54 0.00 -4.21  0.0068
58 F -4.42 -2.59 -4.70  0.0003
59 H -1.86 -1.00 -3.83  0.0033
60 H -3.36 -1.72 -3.03  0.0007
61 H -2.60 -2.97 -5.24  0.0004
62 C -0.70 4.62 2.46  0.0011
63 C -0.39 3.19 2.51  0.0050
64 O -0.50 2.90 3.83  0.0007
65 C -1.32 3.79 4.45  0.0003
66 O -1.84 3.67 5.58  0.0003
67 O -1.52 4.77 3.64  0.0009
68 F 0.93 3.08 2.19  0.0008
69 H -1.25 4.78 1.54  0.0016
70 H 0.17 5.28 2.48  0.0000
71 H -1.01 2.65 1.80  0.0075
72 C -1.78 -3.26 0.96  0.0009
73 C -2.59 -4.51 1.51  0.0001
74 O -3.44 -4.77 0.37  0.0004
75 C -3.41 -3.75 -0.52  0.0008
76 O -3.96 -3.81 -1.60  0.0006
77 O -2.44 -2.89 -0.23  0.0032
78 F -3.34 -4.24 2.58  0.0000
79 H -0.77 -3.39 0.59  0.0002
80 H -1.78 -2.44 1.68  0.0008
81 H -2.02 -5.38 1.84  0.0000
82 C 0.63 -0.84 4.47  0.0003
83 C -0.84 -0.56 4.54  0.0000
84 O -1.45 -1.83 4.64  0.0001
85 C -0.47 -2.73 4.80  0.0001
86 O -0.60 -3.95 4.90  0.0000
87 O 0.72 -2.23 4.58  0.0001
88 F -1.26 0.12 3.41  0.0012
89 H 1.22 -0.29 5.20  0.0000
90 H 1.13 -0.53 3.55  0.0002
91 H -1.09 0.09 5.38  0.0000

## Properties
- Gap between HOMO and LUMO (spin up / spin down): 2.7 / 6.8 eV
- Total charge: -1
- Spin multiplicity: 2